The following is a quantum chemistry calculation of C18H21ClN2O9SSb as an isolated structure, from OMol25.

Last column: Mulliken charge in e.
Atoms and positions in Å:
C -1.177 -1.486 0.099  -1.0525
O 0.353 0.181 -2.897  -0.6316
O 4.958 2.186 3.411  -0.6367
C -1.729 0.837 0.741  0.0859
H -0.431 -0.385 -2.736  0.2930
C -2.820 1.896 1.057  -0.9144
C 3.734 1.227 1.637  -0.7856
H 4.266 0.290 1.716  0.4585
N -6.606 -0.980 0.737  -0.3844
C -6.247 -0.706 1.903  -0.0234
H 1.676 0.908 -0.678  0.2017
H -1.120 -3.957 1.606  -0.0962
H 2.862 0.842 -3.430  0.4547
O 4.288 -3.433 -4.128  -0.5884
H 1.838 4.729 1.507  0.4351
C -2.095 -0.280 -0.218  -0.2453
C 3.338 3.585 2.485  0.3802
N -5.929 -0.097 -0.104  -0.3261
H 5.066 -2.858 -4.251  0.3583
H -1.869 0.067 -1.223  0.0961
C 2.771 1.433 0.727  0.0960
O -5.395 0.347 1.949  -0.2675
S -4.270 1.917 -0.018  -0.2413
H -3.100 1.791 2.096  0.3394
O 1.201 2.854 -0.239  -0.6331
C 2.594 -0.205 -3.457  -0.5402
O 2.395 0.512 -0.147  -0.4022
C 3.639 -1.162 -3.770  1.0714
H -0.673 -1.823 2.895  -0.0736
H -3.111 -0.639 -0.119  0.1245
O 4.796 -0.853 -3.996  -0.6578
C 2.380 3.797 1.575  -1.2257
C 2.041 -3.053 -3.570  -1.0768
H -2.932 -1.031 2.345  -0.0765
H -2.394 2.883 0.953  0.4807
O -0.153 -2.402 -2.995  -0.5920
C 1.348 -0.635 -3.207  0.2045
H -6.584 -1.257 2.751  0.4400
Cl -2.888 -3.483 4.040  -0.5876
H -0.167 -1.114 0.258  0.1950
H -1.255 -2.177 -0.732  0.4194
H 1.774 -4.100 -3.601  0.4331
C 2.042 2.744 0.630  1.2372
C -5.247 0.645 0.661  0.6261
Sb -1.987 -2.466 1.914  0.3471
H 4.410 4.081 3.909  0.3586
C 0.992 -2.096 -3.244  0.8941
C 3.281 -2.619 -3.820  0.3409
H -3.382 -3.049 1.028  -0.0596
C 4.087 2.284 2.565  1.0867
H -1.391 0.451 1.692  0.3810
H -0.880 1.358 0.312  -0.1344
O 3.703 4.497 3.381  -0.5865

* HOMO: -4.367 eV
* charge: -1



The following is a quantum chemistry calculation of a 2-piece molecular cluster, C4H10N2O overall, from OMol25.

Last column: Mulliken charge in e.
Atoms and positions in Å:
N 0.169 -2.669 0.415  -0.5995
H 0.816 -0.972 1.547  0.3007
C 0.803 -1.385 0.536  0.0591
H 0.581 -0.423 -2.420  0.2576
C -1.526 2.916 -0.115  -0.7663
H -0.429 1.375 2.341  0.3381
C -0.723 2.197 0.660  0.1535
H 0.573 -2.125 -1.880  0.3516
C 1.060 -1.157 -1.772  -0.7807
H 0.279 1.912 0.359  0.2571
H 0.704 -3.381 0.892  0.2296
N 1.157 -0.649 -0.421  -0.3024
H -2.535 3.116 0.218  0.2549
H -1.125 3.401 -0.990  0.2558
H 2.086 -1.254 -2.144  0.2561
H -0.714 -2.624 0.908  0.2350
O -1.177 1.723 1.866  -0.5002

* HOMO: -8.838 eV
* SMILES: C/N=C\N.C=CO
* energy above the lowest of the compared OMol25 structures with the same formula, charge and spin: 2.901 eV



The following is a quantum chemistry calculation of C13H18F6N2O8RbS3 as an isolated structure, from OMol25.

Last column: Mulliken charge in e.
Atoms and positions in Å:
S -2.187 -3.239 -1.284  -0.4577
F 4.099 -1.652 3.883  -0.2541
S 3.293 -1.786 1.355  0.7931
C 4.434 -1.154 2.671  0.5262
O 2.020 -1.256 1.829  -0.5822
H -3.968 1.038 -2.142  0.4164
N -3.267 -0.836 -1.765  0.3622
H 1.940 2.833 0.720  0.3452
C 4.946 0.623 -2.436  0.2800
C -5.608 -0.338 -1.795  -0.8543
F 4.390 0.186 2.777  -0.2398
C 1.598 1.816 0.497  -0.3332
H -1.379 -0.849 3.726  0.3387
H -0.340 3.060 -1.784  0.3929
H 0.140 3.708 -0.202  0.3632
Rb 0.677 -1.150 -0.905  0.7400
F 4.942 0.419 -3.784  -0.2693
O -1.490 2.323 1.235  -0.3538
C -0.617 -0.373 3.091  -0.8130
H -0.478 0.664 3.418  0.2804
C -3.485 -2.177 -1.473  0.1854
H -5.019 -3.598 -1.130  0.3489
H 0.329 -0.897 3.184  0.1405
H -2.457 1.693 2.869  0.4010
H -3.037 -0.538 2.112  0.4698
C -4.844 -2.555 -1.354  -0.8017
H -6.386 0.401 -1.928  0.3665
H -6.909 -2.019 -1.404  0.3483
C -2.491 1.505 1.795  -0.6507
O 3.454 -3.215 1.444  -0.6887
H -3.491 1.797 1.434  0.3626
C -5.886 -1.677 -1.506  -0.0507
O -2.056 -0.377 -1.892  -0.6350
C -1.528 2.350 -0.183  0.3399
F 4.324 1.835 -2.261  -0.2314
O 0.810 1.819 -0.692  -0.1213
F 5.707 -1.498 2.440  -0.2403
C -2.308 0.018 1.501  0.0317
N 3.756 -1.044 0.098  -0.2797
H -2.316 3.048 -0.513  0.3086
H 1.037 1.425 1.348  0.0817
F 6.253 0.852 -2.115  -0.2827
H -1.745 1.367 -0.607  -0.1135
O -1.002 -0.442 1.735  0.1966
H 2.464 1.182 0.309  0.0718
O 5.349 -2.727 -1.023  -0.6886
H -2.516 -0.204 0.457  -0.4968
S 4.362 -1.680 -1.332  0.8664
C -0.196 2.805 -0.731  -1.1065
O 3.173 -2.181 -2.069  -0.7277
C -4.292 0.033 -1.915  -0.0859

* HOMO (alpha / beta): -1.091 / -2.275 eV
* energy above the lowest of the compared OMol25 structures with the same formula, charge and spin: 0.000 eV
* charge: -2
* multiplicity: 2



The following is a quantum chemistry calculation of C7H15Cl2GaINO5P as an isolated structure, from OMol25.

Last column: Mulliken charge in e.
Atoms and positions in Å:
H -1.487 0.922 3.745  0.2582
C 0.346 -0.037 -4.619  -1.3375
O 1.690 -1.742 2.050  -0.4553
P 0.644 -1.825 3.312  0.7240
H -3.702 0.112 2.726  0.3229
O 3.313 1.816 -3.587  -0.3447
Cl -1.478 -3.642 1.013  -0.4768
H 0.616 -3.986 3.118  0.2818
O 2.839 2.132 -1.404  -0.5026
H -1.639 2.354 2.729  0.2923
H -0.481 -0.115 -3.915  0.3454
C -2.203 1.552 3.207  -1.0018
H 0.906 -0.972 -4.593  0.3319
C 2.517 1.755 -2.481  0.5703
H -0.065 0.105 -5.619  0.3696
H -2.880 1.995 3.940  0.3363
Cl -3.021 -2.323 3.966  -0.4419
C 2.680 1.070 -4.628  -0.5308
I -0.448 0.737 0.429  -0.1326
C -2.126 -0.248 1.381  -0.4408
C -2.977 0.728 2.183  -0.5753
C 1.214 1.135 -4.234  0.4582
H 3.046 0.040 -4.599  0.3051
H -3.555 1.382 1.518  0.2676
O 1.326 1.212 -2.803  -0.2024
H 1.779 -0.323 4.458  0.2117
O 0.966 -3.358 3.763  -0.4774
H 0.779 2.080 -4.574  0.2784
Ga -1.516 -1.867 2.397  0.2835
H 2.914 1.526 -5.586  0.2846
N 0.878 -0.785 4.440  -0.8023
H -2.671 -0.605 0.506  0.5373
H 1.798 -0.828 1.760  0.2630

* HOMO: -5.162 eV
* charge: -1



Calculated max |F|, 2.18, 0.81, 0.43, 0.34 eV Å⁻¹ (same order as the records).